[1]
Entry from the Open Molecules 2025 dataset: a molecular structure, C18H28LiN4NbO5 in a non-equilibrium geometry (wB97M-V/def2-TZVPD).

The geometry in ORCA input format:
```
! RIJCOSX wB97M-V def2-TZVPD def2/J DEFGRID3
* xyz 2 1
N 0.09275 0.95343 0.96103
C 0.67364 1.32371 1.97108
O 1.23550 1.66249 2.94732
Li -2.59636 0.59470 -1.77942
Nb -0.18330 -0.36332 -0.52755
N -0.58678 0.55681 -2.34374
N -2.19061 -0.55018 -0.33942
C 0.14562 1.73356 -2.84137
C -3.20095 0.06602 0.53757
C -0.86504 2.74415 -3.40199
C 1.11393 1.33547 -3.96574
C 0.92976 2.35129 -1.68894
C -4.58339 -0.41794 0.09680
C -2.93226 -0.34968 1.97835
C -3.08258 1.58473 0.42102
H -1.41670 2.33026 -4.25645
H -0.32983 3.64130 -3.74120
H -1.59012 3.05889 -2.63562
H 1.72677 0.46970 -3.68319
H 1.78563 2.17959 -4.17301
H 0.57865 1.10441 -4.89695
H 0.26768 2.84204 -0.96268
H 1.60715 3.11880 -2.08933
H 1.55227 1.60287 -1.16597
H -4.79512 -0.16329 -0.95428
H -5.34212 0.06439 0.72658
H -4.67567 -1.50361 0.22252
H -3.00568 -1.43702 2.09298
H -3.68780 0.11831 2.62522
H -1.93733 -0.02344 2.30288
H -2.09019 1.92379 0.74939
H -3.83942 2.03004 1.08496
H -3.28619 1.96712 -0.60441
C -2.23174 -2.02409 -0.47240
H -1.19344 -2.41858 -0.57816
H -2.69348 -2.49041 0.40804
H -2.80110 -2.31322 -1.37227
C -1.28047 -0.25545 -3.37913
H -0.67151 -0.30940 -4.29070
H -1.45300 -1.28817 -3.03499
H -2.26370 0.18652 -3.66986
O 0.48626 -1.78558 0.96982
C 1.70722 -1.44237 0.72521
O 1.90923 -0.80622 -0.38884
C 2.77060 -1.63143 1.72104
C 4.02242 -1.04017 1.50417
C 4.98938 -1.08315 2.49660
C 4.68746 -1.71052 3.72186
C 3.43388 -2.33345 3.92143
C 2.46692 -2.27499 2.92948
N 5.63485 -1.63611 4.78343
O 6.71022 -1.02102 4.57751
O 5.36706 -2.17735 5.88139
H 4.22409 -0.53747 0.56200
H 5.96315 -0.61368 2.36357
H 3.24098 -2.82190 4.87308
H 1.48281 -2.72116 3.08125
*
```

Summary:
ΔE to the lowest compared entry with this formula, charge and spin = 0.0 kJ/mol
E_LUMO = -9.1 eV

***

[2]
Entry from the Open Molecules 2025 dataset: 3 unconnected molecules or ions with the total composition C18H28N2O in a non-equilibrium geometry (wB97M-V/def2-TZVPD).

The geometry in ORCA input format:
```
! RIJCOSX wB97M-V def2-TZVPD def2/J DEFGRID3
* xyz 0 1
C -3.16549 -2.64534 -0.43348
C -3.53801 -1.25631 -0.25120
C -4.77410 -0.75371 -0.75332
C -5.36086 0.39775 -0.52338
C -4.63067 1.15253 0.07741
C -3.47582 0.85596 0.76345
C -3.01347 -0.46046 0.64290
C -1.58590 -0.65435 0.91434
N -0.70603 0.47171 0.76927
C 0.54318 0.35875 1.72768
C 1.58438 -0.27302 1.22682
N 1.93351 0.15354 -0.18683
C 3.33035 -0.57331 -0.72387
C 4.59649 0.11193 0.19568
H 4.37361 0.24379 1.07416
H 5.07019 0.80919 -0.15631
C 5.17293 -1.55397 0.00558
H 5.49667 -1.93317 0.92236
H 5.98855 -1.32985 -0.90010
C 3.72464 -1.82424 -0.39416
H 3.17794 -2.42890 0.16979
H 3.60626 -2.34665 -1.28239
H 3.35536 0.07350 -1.58864
C 0.86406 -0.04286 -0.83467
H 1.22226 0.45351 -2.23147
C -0.24112 0.70217 -0.54875
C -0.30124 1.99313 -0.91106
H -0.07425 2.40495 -2.01310
H -1.39993 2.52087 -0.62201
C 0.68988 3.08058 -0.11384
O 2.02313 2.95707 -0.45100
H 2.13630 1.88056 -0.30692
H 0.52459 4.17245 -0.54901
H 0.39815 3.00801 0.86700
H -1.19600 0.20749 -1.11637
H 0.70351 -0.95779 -1.08550
H 2.51247 -0.42605 1.72742
H 1.29889 -1.49907 1.40030
H 0.16801 0.09522 2.73666
H 0.77241 1.54831 1.95010
H -1.10047 -1.67773 0.74418
H -1.81177 -0.78210 2.35119
H -2.90895 1.58867 1.30727
H -5.07488 2.18529 0.44841
H -6.48889 0.77904 -0.95309
H -5.37547 -1.61080 -1.30236
H -3.88539 -3.30823 -1.03289
H -2.88905 -3.32211 0.45178
H -2.26992 -2.54592 -1.20807
*
```

Summary:
ΔE to the lowest compared entry with this formula, charge and spin = 1857.9 kJ/mol
E_LUMO = 0.6 eV

***

[3]
Entry from the Open Molecules 2025 dataset: 5 unconnected molecules or ions with the total composition C18H28N2O13PS in a non-equilibrium geometry (wB97M-V/def2-TZVPD).

The geometry in ORCA input format:
```
! RIJCOSX wB97M-V def2-TZVPD def2/J DEFGRID3
* xyz 1 1
N 6.06617 1.78028 -0.07652
C 4.94680 1.88206 -0.31825
O 3.67731 1.83049 -0.62385
C 2.93244 3.02482 -0.36436
C 2.06663 2.94629 0.87665
C 0.58630 2.70106 0.56774
C 0.36088 1.65127 -0.51272
P 0.74028 -0.04600 0.08986
S 0.12792 -0.33864 1.90976
C 1.11950 2.00104 -1.81074
N 2.07832 3.15489 -1.59453
H 3.58926 3.89396 -0.33738
H 2.18431 3.85926 1.46044
H 2.43308 2.12784 1.50308
H 0.13827 3.64406 0.24188
H 0.09001 2.39479 1.48644
H -0.70357 1.63662 -0.74933
H 0.12867 -0.89670 -0.83834
H 2.11461 -0.25649 -0.11551
H 0.40981 2.33171 -2.56658
H 1.69285 1.16839 -2.21292
H 2.70544 3.20946 -2.40125
H 1.56658 4.03961 -1.55857
C 2.41014 -3.75310 2.74610
C 1.70491 -5.08507 2.56266
O 0.67793 -4.74861 1.61606
C 1.06550 -3.65150 0.93810
O 0.50173 -3.22026 -0.02069
O 2.17082 -3.11315 1.48355
H 3.47881 -3.84346 2.91616
H 1.96173 -3.14361 3.53129
H 2.35097 -5.84384 2.11984
H 1.25487 -5.47405 3.47128
C -1.42532 -6.92070 0.98641
C -2.15399 -6.46883 -0.26390
O -2.55334 -7.71126 -0.84598
C -2.60887 -8.64989 0.13365
O -3.06333 -9.73626 0.00540
O -2.06712 -8.16363 1.27909
H -1.53406 -6.23632 1.82177
H -0.36621 -7.10461 0.80233
H -3.04686 -5.88432 -0.03470
H -1.52615 -5.91556 -0.95700
C -2.23448 -0.35077 -4.16838
C -3.34867 0.59053 -4.58968
O -3.82138 1.08485 -3.32695
C -2.84202 0.95933 -2.42103
O -2.84564 1.43243 -1.32684
O -1.81485 0.22636 -2.91835
H -1.39914 -0.38726 -4.86133
H -2.59366 -1.36142 -3.97542
H -2.98632 1.43537 -5.17673
H -4.15979 0.10165 -5.12005
C -1.60100 6.91231 2.70470
C -1.72431 5.74266 1.74301
O -0.41791 5.72466 1.14286
C 0.45570 6.31268 1.99603
O 1.63780 6.27064 1.84776
O -0.19416 6.91103 3.00207
H -2.16742 6.78728 3.62223
H -1.85799 7.86530 2.24229
H -1.88583 4.79562 2.25995
H -2.48297 5.87476 0.97742
*
```

Summary:
E_LUMO = -3.3 eV

***

[4]
Entry from the Open Molecules 2025 dataset: a molecular structure, C18H28N2O6Y in a non-equilibrium geometry (wB97M-V/def2-TZVPD).

The geometry in ORCA input format:
```
! RIJCOSX wB97M-V def2-TZVPD def2/J DEFGRID3
* xyz 3 1
Y 0.22077 -0.15659 0.10449
C -0.21556 0.89397 3.17538
C -0.46918 2.17273 2.40621
O -0.80550 1.79987 1.04256
C -0.83343 2.93021 0.13583
C 0.52828 3.06870 -0.52674
O 0.96459 1.79430 -1.07009
C 0.90622 1.66204 -2.51236
C -0.43304 1.09049 -2.95062
O -0.76076 -0.07585 -2.15516
C -0.60667 -1.35435 -2.81417
C 0.84188 -1.81470 -2.77950
O 1.34409 -1.54552 -1.45129
C 2.74736 -1.86940 -1.25660
C 3.38437 -0.72962 -0.48272
O 2.47096 -0.42449 0.59302
C 2.97554 0.43008 1.64131
C 2.12015 0.13443 2.86139
O 0.72666 0.07089 2.45318
H -1.13688 0.31670 3.25863
H 0.13876 1.11586 4.18061
H 0.41770 2.81191 2.40196
H -1.30342 2.71966 2.84641
H -1.07842 3.84725 0.67148
H -1.62483 2.73152 -0.58698
H 1.28107 3.36231 0.20557
H 0.49859 3.83165 -1.30357
H 1.72215 0.99158 -2.78033
H 1.07676 2.62500 -2.99225
H -0.39502 0.83678 -4.01009
H -1.23987 1.80939 -2.80762
H -0.96019 -1.30266 -3.84321
H -1.24347 -2.05123 -2.26806
H 1.45489 -1.28205 -3.50978
H 0.88901 -2.88334 -2.99373
H 3.24663 -1.99039 -2.21687
H 2.81111 -2.80411 -0.70035
H 3.52798 0.15929 -1.10194
H 4.34811 -1.04685 -0.08441
H 2.90151 1.47513 1.32544
H 4.01878 0.20024 1.85713
H 2.27172 0.89529 3.62519
H 2.38011 -0.83940 3.27466
N -6.08578 -1.03942 -0.93444
C -5.15389 -1.33215 -0.33110
C -3.96928 -1.67391 0.39845
C -3.98164 -2.61236 1.43303
C -2.78565 -2.88118 2.08222
C -1.63589 -2.22967 1.68619
N -1.61071 -1.31850 0.68620
C -2.77729 -1.05241 0.06607
H -4.90276 -3.10805 1.71115
H -2.74317 -3.59837 2.89047
H -0.69491 -2.43938 2.18338
H -2.76855 -0.32132 -0.73366
*
```

Summary:
ΔE to the lowest compared entry with this formula, charge and spin = 0.0 kJ/mol
E_LUMO = -9.3 eV